This record from the OMol25 dataset describes a 5-piece molecular cluster, C17H30FNO6S2 overall at a distorted geometry. The level of theory is ωB97M-V/def2-TZVPD.

The geometry in ORCA input format:
```
! RIJCOSX wB97M-V def2-TZVPD def2/J DEFGRID3
* xyz 0 1
C 29.5820 23.5350 24.1030
C 28.3110 24.3790 24.0690
O 27.7030 24.6680 23.0290
N 27.7230 24.6760 25.4710
H 26.7250 24.4580 25.4170
H 28.3070 24.1700 26.1570
C 27.9440 26.1470 25.9370
H 30.2380 23.9400 23.5770
H 29.5460 22.4830 23.7670
H 29.8190 23.5690 25.1840
H 27.1410 26.3550 26.5260
H 28.0680 26.7290 24.9290
H 28.8740 26.2050 26.6450
O 28.6020 23.0150 27.1180
H 28.9240 22.4680 27.7390
F 28.4540 20.3240 34.8550
C 28.3890 20.9350 33.7110
C 28.4460 20.2860 32.4940
C 28.5060 21.0200 31.2060
C 28.2410 22.3960 31.1530
C 27.9930 23.0460 32.3840
C 28.1880 22.3560 33.5960
H 28.4460 19.2260 32.3960
H 28.5290 20.5690 30.3550
H 28.4860 23.0270 30.2540
H 27.6510 24.1980 32.4160
H 28.0800 22.7810 34.3880
C 25.1460 21.3930 28.0460
C 25.5690 22.6760 28.8130
C 24.8010 23.6780 28.4010
S 24.1590 23.3780 26.7680
O 24.7910 24.3410 25.8730
O 22.7600 23.1540 26.9740
C 25.0170 21.8250 26.6570
H 24.3070 21.0390 28.5150
H 25.7090 20.6980 27.9380
H 26.7400 22.7350 28.6150
H 25.5240 22.4210 29.9000
H 25.2340 24.5430 28.2080
H 24.1720 24.0840 29.1180
H 25.9470 22.1650 26.2160
H 24.4980 21.2650 25.9690
C 29.8400 17.2030 25.8940
C 29.2810 18.3490 26.8710
C 28.9620 19.4080 26.1150
S 28.1860 18.8820 24.6810
O 28.3980 19.6700 23.4530
O 26.8200 18.6750 24.9630
C 28.9900 17.3790 24.6340
H 29.9710 16.2190 26.2250
H 30.9790 16.9850 25.6520
H 30.0480 18.5480 27.7010
H 28.4240 18.0650 27.4110
H 29.8570 20.0110 25.9990
H 28.4030 20.3610 26.6140
H 29.5940 17.2990 23.8610
H 28.2260 16.4960 24.6840
*
```

Orbital gap in Eh: 0.323
ΔE to the lowest compared entry with this formula, charge and spin in kcal per mole: 92.7
E_LUMO in eV: 0.17